{
  "formula": "C74H169N11O11",
  "method": "ωB97M-V with the def2-TZVPD basis set",
  "e_homo_ev": -8.07,
  "multiplicity": 1,
  "smiles": "CC1(C)CCCC(C)(C)N1O.CC1(C)CCCC(C)(C)N1O.CC1(C)CCCC(C)(C)N1O.CC1(C)CCCC(C)(C)N1O.CC1(C)CCCC(C)(C)N1O.CC1(C)CCCC(C)(C)N1O.COC[C@H](C)N.COC[C@H](C)N.COC[C@H](C)N.COC[C@H](C)N.COC[C@H](C)N",
  "gap_ev": 8.409,
  "e_above_lowest_kcal_mol": 193.0,
  "elements": ["C", "C", "C", "C", "C", "C", "C", "C", "C", "N", "O", "H", "H", "H", "H", "H", "H", "H", "H", "H", "H", "H", "H", "H", "H", "H", "H", "H", "H", "H", "C", "C", "C", "C", "C", "C", "C", "C", "C", "N", "O", "H", "H", "H", "H", "H", "H", "H", "H", "H", "H", "H", "H", "H", "H", "H", "H", "H", "H", "H", "C", "C", "C", "C", "C", "C", "C", "C", "C", "N", "O", "H", "H", "H", "H", "H", "H", "H", "H", "H", "H", "H", "H", "H", "H", "H", "H", "H", "H", "H", "C", "C", "C", "C", "C", "C", "C", "C", "C", "N", "O", "H", "H", "H", "H", "H", "H", "H", "H", "H", "H", "H", "H", "H", "H", "H", "H", "H", "H", "H", "C", "C", "C", "C", "C", "C", "C", "C", "C", "N", "O", "H", "H", "H", "H", "H", "H", "H", "H", "H", "H", "H", "H", "H", "H", "H", "H", "H", "H", "H", "C", "C", "C", "C", "C", "C", "C", "C", "C", "N", "O", "H", "H", "H", "H", "H", "H", "H", "H", "H", "H", "H", "H", "H", "H", "H", "H", "H", "H", "H", "C", "O", "C", "C", "C", "N", "H", "H", "H", "H", "H", "H", "H", "H", "H", "H", "H", "C", "O", "C", "C", "C", "N", "H", "H", "H", "H", "H", "H", "H", "H", "H", "H", "H", "C", "O", "C", "C", "C", "N", "H", "H", "H", "H", "H", "H", "H", "H", "H", "H", "H", "C", "O", "C", "C", "C", "N", "H", "H", "H", "H", "H", "H", "H", "H", "H", "H", "H", "C", "O", "C", "C", "C", "N", "H", "H", "H", "H", "H", "H", "H", "H", "H", "H", "H"],
  "positions_angstrom": [[7.095690, 21.635200, 9.259690], [5.748250, 21.831010, 10.068380], [4.692980, 22.320570, 9.056370], [5.355560, 20.414200, 10.560420], [4.295850, 20.434040, 11.692450], [4.797380, 21.263190, 12.818160], [5.158890, 22.769630, 12.465880], [3.758820, 23.374510, 12.191650], [5.928260, 23.483890, 13.500760], [6.007530, 22.699190, 11.237520], [6.491390, 23.948720, 10.854230], [6.930800, 21.022890, 8.373130], [7.536120, 22.570110, 8.913180], [7.885160, 21.175170, 9.854000], [4.571420, 23.401660, 8.988840], [4.917020, 21.946530, 8.057370], [3.776190, 22.014020, 9.559970], [4.884650, 19.815380, 9.780830], [6.186820, 19.831350, 10.957140], [3.366660, 20.850470, 11.303490], [3.988600, 19.418520, 11.942280], [5.679990, 20.707780, 13.135390], [4.112760, 21.251510, 13.666250], [3.184820, 22.948360, 11.368840], [3.893030, 24.430270, 11.956180], [3.087520, 23.254350, 13.041960], [5.976460, 24.532750, 13.208060], [6.970770, 23.177850, 13.413550], [5.552600, 23.538260, 14.522530], [5.730260, 24.374770, 10.453280], [11.044500, 19.961590, -8.865120], [12.106720, 20.792420, -9.558620], [13.326280, 21.157380, -8.628850], [12.724480, 19.838430, -10.611360], [13.603520, 20.569760, -11.642120], [12.837810, 21.680380, -12.333160], [12.148880, 22.691100, -11.340430], [13.068810, 23.796480, -10.980270], [10.952930, 23.359790, -12.170650], [11.519260, 21.983360, -10.145050], [10.824800, 22.774710, -9.296310], [10.496880, 20.472350, -8.073070], [10.329890, 19.737950, -9.657210], [11.372990, 19.014540, -8.437000], [12.981850, 21.847150, -7.858340], [13.666330, 20.269600, -8.095650], [14.143700, 21.624820, -9.177880], [13.322590, 19.044480, -10.164130], [11.862190, 19.316780, -11.026630], [14.527850, 20.988760, -11.244450], [13.868440, 19.886070, -12.448640], [12.138200, 21.274360, -13.063770], [13.636940, 22.126770, -12.924960], [13.102590, 24.556790, -11.760580], [14.033620, 23.378310, -10.693240], [12.674740, 24.390820, -10.155910], [10.262450, 22.557290, -12.430140], [11.349140, 23.816740, -13.077470], [10.395660, 24.199560, -11.755510], [11.519530, 23.016920, -8.679620], [10.300220, 18.764720, -1.015950], [8.809950, 18.843740, -0.568410], [8.646350, 18.945340, 1.018150], [8.312260, 20.226270, -1.077350], [6.776790, 20.343150, -1.023310], [6.187230, 19.216430, -1.801090], [6.622490, 17.786380, -1.398500], [5.682780, 17.271050, -0.239960], [6.335200, 16.874970, -2.656460], [8.037750, 17.716720, -1.121050], [8.447410, 16.509170, -0.521980], [10.446090, 18.620130, -2.086420], [10.908850, 19.642890, -0.800310], [10.807110, 17.911950, -0.564360], [9.379960, 19.633800, 1.437580], [7.669500, 19.333740, 1.306300], [8.681350, 18.019220, 1.591900], [8.941510, 20.926000, -0.527320], [8.631160, 20.409210, -2.103470], [6.424070, 20.337310, 0.008030], [6.432950, 21.275610, -1.470940], [6.465390, 19.347430, -2.846830], [5.106830, 19.359280, -1.780740], [4.647620, 17.353280, -0.571290], [5.794010, 17.906200, 0.638840], [5.927180, 16.255800, 0.072520], [5.280850, 16.680950, -2.853430], [6.908860, 15.968530, -2.463150], [6.547360, 17.176890, -3.682090], [8.757650, 16.042820, -1.301630], [15.578100, 14.873580, 7.457280], [16.039110, 16.083560, 6.572490], [15.698740, 15.638830, 5.059470], [15.186090, 17.268460, 6.944310], [15.839560, 18.578560, 6.403460], [17.340890, 18.664300, 6.731230], [18.215150, 17.453260, 6.292210], [18.507900, 17.484100, 4.779110], [19.555780, 17.600920, 7.015810], [17.500100, 16.327920, 6.763660], [18.228120, 15.142180, 6.569490], [15.878460, 14.984320, 8.499200], [14.498130, 14.734070, 7.409280], [16.040510, 13.930200, 7.166920], [16.136280, 14.646860, 4.946910], [14.631130, 15.451780, 4.944070], [15.968920, 16.288300, 4.226840], [14.177080, 17.200230, 6.537660], [14.974750, 17.271370, 8.013620], [15.671790, 18.596550, 5.326600], [15.282810, 19.404870, 6.845440], [17.563770, 19.003530, 7.742840], [17.661020, 19.536850, 6.161790], [18.613720, 16.517650, 4.286290], [19.433170, 17.996470, 4.515600], [17.723140, 17.911980, 4.155260], [19.457240, 17.142160, 7.999630], [19.888990, 18.636250, 7.087620], [20.423080, 17.061930, 6.634500], [18.615770, 14.987920, 7.434100], [-4.754280, 14.245330, 7.995490], [-3.931350, 15.146070, 7.112140], [-4.746840, 15.515210, 5.894140], [-3.588900, 16.387990, 7.981320], [-2.485230, 17.371950, 7.328590], [-1.288870, 16.541720, 6.971510], [-1.562850, 15.236500, 6.122660], [-1.844540, 15.639950, 4.652030], [-0.244200, 14.460480, 6.051290], [-2.633610, 14.440540, 6.801450], [-2.696890, 13.168640, 6.236890], [-5.197510, 13.482780, 7.355040], [-4.125760, 13.663020, 8.669270], [-5.504860, 14.809800, 8.548740], [-4.405180, 16.509030, 5.604870], [-4.772520, 14.807600, 5.065440], [-5.813900, 15.584640, 6.105500], [-4.482530, 16.961830, 8.226740], [-3.286340, 16.030610, 8.965610], [-2.877320, 17.967860, 6.504430], [-2.168810, 18.090910, 8.084290], [-0.770510, 16.345890, 7.910150], [-0.653250, 17.268410, 6.465550], [-0.941880, 16.095280, 4.244640], [-2.593700, 16.413530, 4.483380], [-2.118840, 14.904800, 3.895460], [-0.198860, 13.562490, 5.435140], [0.039950, 14.147550, 7.056000], [0.575540, 15.125500, 5.779500], [-2.472560, 12.642720, 7.008040], [16.285370, 26.638750, -4.208100], [15.668620, 27.659640, -3.294110], [15.931690, 29.031310, -3.898820], [14.124840, 27.489130, -3.221770], [13.617040, 26.275430, -2.338840], [14.200480, 26.491390, -0.922980], [15.721560, 26.610790, -0.936760], [16.119570, 27.051430, 0.488510], [16.407230, 25.211310, -1.152940], [16.160460, 27.692280, -1.896100], [17.495460, 28.007050, -1.778860], [17.292300, 26.448450, -3.836640], [16.247710, 26.924050, -5.259420], [15.690600, 25.725320, -4.205360], [17.002140, 29.159070, -4.059830], [15.517190, 29.752790, -3.194720], [15.391300, 29.254820, -4.818660], [13.561180, 28.379390, -2.942810], [13.736000, 27.273430, -4.216940], [13.919210, 25.278320, -2.659100], [12.531270, 26.190990, -2.384160], [13.817160, 25.650230, -0.345380], [13.677760, 27.383200, -0.577230], [15.666950, 27.993560, 0.797760], [15.855280, 26.248130, 1.176230], [17.173980, 27.211260, 0.713830], [16.023130, 24.696780, -2.033750], [17.493160, 25.193890, -1.245390], [16.006930, 24.595550, -0.347520], [17.512980, 28.966880, -1.782830], [6.603270, 9.670710, 3.077330], [6.644900, 9.764560, 4.532720], [7.157020, 10.948950, 4.943380], [7.440980, 10.972120, 6.433990], [7.582240, 12.294570, 7.218350], [8.639950, 10.225240, 6.779410], [7.494920, 9.378480, 2.522660], [6.359000, 10.604480, 2.570880], [5.839830, 8.990970, 2.698900], [8.098200, 11.112460, 4.418450], [6.503010, 11.792660, 4.723100], [6.630890, 10.375080, 6.852780], [8.443170, 12.893240, 6.920870], [7.859730, 12.040400, 8.241330], [6.634290, 12.829700, 7.162260], [8.507110, 9.290380, 6.420960], [9.451370, 10.625740, 6.330750], [-2.251150, 23.954380, 0.623090], [-0.849170, 24.086530, 0.270680], [-0.424160, 23.914940, -1.079890], [-0.825520, 25.034050, -2.053680], [-0.448920, 24.728670, -3.510870], [-0.315830, 26.327140, -1.666880], [-2.823400, 24.881640, 0.594780], [-2.285430, 23.527680, 1.625510], [-2.726540, 23.228940, -0.037080], [0.652370, 23.780410, -0.974550], [-0.856130, 23.013030, -1.513540], [-1.909700, 25.011620, -2.163880], [-1.137330, 23.959250, -3.860420], [0.585460, 24.391730, -3.578970], [-0.631900, 25.617280, -4.115030], [0.670600, 26.111770, -1.692730], [-0.625530, 26.327410, -0.705540], [3.476420, 23.661630, -10.425300], [2.143110, 24.116500, -10.230420], [1.207130, 24.338000, -11.213870], [1.383640, 25.720810, -11.856100], [0.963430, 26.841880, -10.941190], [0.439200, 25.812590, -12.970910], [3.905580, 23.110050, -9.588830], [4.134560, 24.489700, -10.688480], [3.363620, 23.022910, -11.301320], [1.258540, 23.509460, -11.920240], [0.314900, 24.138180, -10.620490], [2.399580, 25.955900, -12.173420], [1.178350, 27.846360, -11.305780], [1.198980, 26.748230, -9.881070], [-0.125810, 26.879790, -10.926660], [0.631790, 26.528650, -13.656680], [0.454150, 24.980140, -13.542670], [11.847820, 7.606980, -6.152840], [11.928790, 8.938210, -5.602320], [11.210600, 9.991850, -6.243340], [11.493760, 11.388260, -5.620950], [12.936840, 11.922090, -5.811360], [11.154750, 11.310800, -4.196790], [10.821650, 7.280750, -5.983560], [12.474910, 6.893410, -5.618360], [12.214350, 7.601180, -7.179340], [11.413600, 10.098910, -7.308910], [10.159210, 9.752870, -6.083410], [10.755820, 12.053990, -6.068550], [13.052520, 12.928340, -5.408650], [13.317470, 12.012580, -6.828730], [13.729120, 11.254210, -5.473210], [10.524650, 10.522830, -4.149900], [11.957960, 10.911730, -3.732380], [4.463130, 13.865900, -9.340260], [3.376310, 14.659810, -8.868190], [2.070250, 14.295740, -9.231020], [1.165950, 15.556420, -9.096010], [1.668210, 16.919080, -9.761320], [1.029500, 15.922160, -7.678990], [5.377010, 14.417320, -9.119200], [4.565500, 13.796650, -10.423230], [4.558140, 12.903720, -8.836970], [2.009790, 13.980660, -10.272740], [1.704250, 13.525420, -8.552230], [0.182830, 15.349370, -9.518750], [1.022480, 17.777440, -9.575980], [1.598170, 16.845510, -10.846570], [2.655960, 17.193170, -9.390730], [1.932120, 16.242490, -7.358400], [0.703660, 15.160260, -7.101560]],
  "forces_ev_per_a": [[-0.12, 0.48, 0.57], [1.66, -0.68, -0.70], [-0.28, 0.38, 1.39], [-1.20, -0.12, 0.94], [-0.53, 0.57, -1.66], [1.24, 0.25, 1.09], [-2.31, -2.98, -2.03], [0.22, 0.82, -0.07], [0.94, 1.48, 0.22], [0.45, -1.14, 0.58], [-0.15, 0.12, -0.11], [-0.19, -0.14, 0.10], [-0.34, 0.23, 0.02], [-0.21, -0.17, 0.23], [0.48, 0.20, -0.04], [-0.56, -0.25, 0.20], [-0.55, -0.32, -1.08], [0.40, 0.20, -0.53], [0.40, 0.30, -0.21], [-0.17, 0.17, -0.19], [0.44, -0.08, 0.41], [0.46, 0.39, 0.44], [-0.07, 0.19, 0.06], [0.48, -0.22, -0.14], [-0.30, 0.26, 0.16], [0.24, 0.32, 0.30], [-0.05, 0.19, -0.09], [-0.04, -0.33, 0.55], [-0.14, -0.73, -0.08], [-0.19, 0.61, -0.33], [-0.83, 0.24, 0.21], [2.41, -0.40, 0.82], [-1.21, 0.00, 0.32], [0.02, 0.71, -0.51], [-1.20, -0.60, -0.20], [0.05, 0.26, 0.77], [-2.42, 0.04, -1.00], [0.53, 0.74, 0.91], [0.60, -0.70, 0.12], [0.75, -2.04, -4.11], [0.10, 0.66, 0.87], [0.11, 0.25, -0.04], [-0.28, -0.13, 0.16], [0.47, 0.07, -0.17], [0.15, 0.22, 0.21], [0.16, 0.00, -0.10], [-0.07, -0.13, 0.02], [-0.08, 0.17, 0.57], [0.15, 0.07, -0.85], [-0.01, -0.27, 0.37], [0.34, -0.25, 0.17], [-0.32, -0.05, 0.28], [-0.41, 0.95, -0.12], [0.59, -0.37, -0.34], [0.31, 0.49, -0.12], [-0.04, -0.22, 0.41], [-0.13, 0.16, -0.09], [0.29, -0.41, -0.28], [0.13, -0.29, 0.88], [-0.17, 0.83, 0.85], [0.06, -0.89, 0.27], [-0.12, 0.73, 1.02], [0.10, -0.19, -0.43], [-0.21, -0.67, -0.33], [1.15, 0.64, 0.67], [0.15, -0.26, -0.50], [-2.03, -0.33, -0.70], [0.83, 0.54, -0.36], [-0.03, -0.31, 0.38], [0.94, 1.59, -0.65], [-0.32, -0.02, -0.13], [-0.64, -0.02, -0.20], [-0.38, 0.21, 0.46], [-0.03, -0.03, 0.24], [0.14, -0.02, -0.07], [-0.08, 0.24, -0.38], [0.49, -0.32, -0.47], [-0.63, 0.37, 0.38], [-0.06, -0.38, -0.34], [-0.05, 0.03, 0.07], [0.10, 0.16, 0.08], [0.14, 0.07, -0.13], [-0.16, -0.63, 0.05], [0.04, -0.21, 0.00], [0.05, 0.10, 0.07], [-0.08, -0.01, -0.21], [-0.30, -0.46, 1.01], [-0.51, -0.41, -0.26], [1.14, 0.92, 0.29], [0.29, -0.44, 0.17], [0.83, 0.11, -0.21], [-0.39, -1.67, -1.73], [0.01, -0.48, 1.13], [0.46, 1.30, -0.13], [-0.37, -1.23, 1.13], [-0.13, 1.05, -1.06], [-0.03, 1.66, -0.76], [-0.28, -0.20, -1.19], [0.49, -0.73, 0.78], [-1.49, -0.97, 1.64], [0.10, -0.31, -0.44], [-0.13, 0.44, 0.11], [-0.01, 0.23, -0.07], [0.00, 0.08, -0.37], [0.37, 0.14, -0.38], [-0.21, 0.18, 0.29], [0.38, 0.17, 0.36], [0.08, -0.36, -0.41], [0.61, 0.34, 0.30], [0.16, 0.10, -0.08], [0.23, 0.28, -0.14], [-0.30, -0.69, 0.37], [0.45, 0.04, -0.28], [0.15, -0.50, 0.67], [-0.03, 0.31, 0.32], [-0.26, 0.47, 0.31], [-0.18, 0.54, 0.44], [-0.30, 0.08, 0.11], [-0.29, -0.19, -0.77], [0.06, -0.20, 0.09], [0.12, -1.23, -0.22], [0.73, -0.45, 0.19], [-0.56, 0.78, -0.37], [0.97, 1.12, -0.97], [-1.85, -1.50, 1.42], [0.09, 0.01, -0.52], [-0.13, 0.48, -0.56], [-0.20, 1.00, -0.69], [0.44, -0.24, 1.24], [1.31, 2.47, 0.96], [-0.86, -0.23, -0.23], [-0.50, 0.03, 0.10], [0.09, 0.34, 0.37], [-0.06, -0.16, -0.11], [-0.27, -0.14, -0.67], [0.81, -0.08, 0.01], [-0.06, 0.30, 0.55], [-0.35, -0.06, -0.46], [0.61, -0.07, -0.08], [-0.19, -0.29, -0.16], [-0.15, 0.09, 0.09], [0.04, -0.68, -0.04], [0.52, -0.56, -0.60], [0.27, -0.01, 0.12], [-0.17, 0.11, 0.54], [0.06, -0.77, 0.62], [-0.42, 0.25, -0.22], [-0.13, -0.21, 0.26], [-0.17, 0.13, -0.38], [0.01, -0.46, -0.18], [-0.15, -1.14, 0.08], [-1.33, 0.71, 0.15], [-0.22, 0.58, 0.58], [-0.76, -1.96, -0.16], [1.26, 0.92, -0.05], [-1.51, -0.28, -1.56], [1.89, 0.39, 0.40], [0.36, 0.10, 0.39], [-1.39, 0.18, -0.49], [-2.90, -0.50, 0.40], [1.26, -0.51, -0.26], [0.14, -0.17, -0.50], [0.40, 0.39, 0.08], [0.26, -0.34, 0.34], [-0.05, 0.29, -0.03], [0.44, 0.35, 0.18], [0.11, -0.57, -0.23], [0.44, 0.22, 0.48], [0.35, 0.11, -0.43], [0.48, 0.14, -0.60], [-0.11, 0.48, 0.36], [0.57, 0.00, 0.54], [0.55, 0.25, 0.49], [-0.47, -0.11, -0.14], [-0.43, 0.12, 0.10], [0.28, -0.18, -0.75], [-0.01, 0.24, -0.33], [-0.10, 0.32, 0.45], [0.62, -0.16, 0.30], [0.01, 0.14, 0.21], [-0.54, 0.26, -0.22], [-0.93, -2.28, -2.30], [1.22, 2.73, 0.45], [0.60, -0.50, 0.97], [-0.46, -0.50, -0.61], [0.02, -0.81, 0.06], [0.77, -0.28, 0.93], [-0.23, 0.56, 0.60], [-0.17, -0.26, 0.84], [0.36, 0.43, -0.13], [-0.38, 0.19, -0.35], [-0.31, 0.23, 0.35], [-0.22, 0.20, -0.64], [-0.56, -0.17, 0.06], [0.26, 0.44, 0.19], [0.41, -0.28, -0.06], [0.16, 0.02, -0.15], [0.98, -0.60, -0.67], [-0.72, 0.47, 0.36], [-0.97, -0.10, -0.14], [-0.44, -0.81, -1.25], [-0.09, -0.32, 0.62], [-0.60, -0.54, 0.01], [0.25, 0.20, -0.09], [0.11, 0.22, 0.03], [-0.12, -0.03, -0.18], [0.11, 0.16, -0.32], [0.01, -0.52, 0.18], [-0.36, 0.48, 0.84], [0.34, -0.24, -0.24], [0.07, 0.02, -0.33], [0.24, -0.01, 0.06], [0.60, 0.80, 0.49], [0.60, 0.84, 0.64], [-1.13, 0.38, -1.91], [1.52, 0.00, 3.28], [0.84, -0.38, -0.05], [-1.21, 0.62, -0.31], [-1.26, 0.62, 1.09], [-0.31, -0.70, -0.98], [-0.60, 0.13, 0.17], [0.17, 0.08, 0.05], [0.82, -0.49, -0.14], [0.03, 0.03, -0.77], [-0.73, 0.88, -0.66], [0.42, -0.78, 0.05], [0.69, -0.09, -0.05], [0.73, -0.04, -0.14], [-0.24, -0.37, -0.09], [0.23, 0.53, 0.37], [0.04, -0.43, 0.09], [-0.38, 1.18, 0.35], [1.23, 0.05, 0.13], [0.33, -0.07, -0.08], [0.62, -1.06, 0.13], [0.07, -0.13, -0.62], [0.28, -0.05, 0.14], [-0.17, -0.30, -0.72], [0.21, 0.55, 0.43], [-0.52, -0.05, -0.26], [0.10, -0.54, -0.32], [-0.43, 0.27, -0.31], [0.18, 0.16, -0.33], [-0.05, -0.20, 0.41], [-0.91, 0.10, -0.61], [-0.36, -0.14, 0.99], [-0.60, 0.07, 0.40], [0.40, 0.16, 0.27], [0.38, 0.84, 0.30], [0.92, -0.09, -0.25], [-0.28, 1.30, -0.76], [0.60, 1.53, 0.80], [-0.45, -1.33, -0.28], [-0.50, 0.17, -0.26], [-0.08, 0.16, 0.53], [-0.84, -0.38, -0.26], [-0.34, -0.21, -0.16], [0.21, -0.42, -0.17], [-0.24, -0.23, -0.10], [-0.07, -0.23, 0.10], [-0.35, -0.39, 0.66], [0.72, -0.22, -0.16], [0.11, -0.22, -0.34], [0.04, -0.14, 0.28], [0.16, -0.12, 0.06]]
}